Entry 1:
Molecular formula: H23O12
Method: DFT, wB97M-V/def2-TZVPD

Its total charge is -1. The value obtained for the energy is -916.71860 hartree. Its orbital gap is 9.21 eV. The max |F| is 2.4 eV Å⁻¹. As for the energy above the lowest of the compared OMol25 structures with the same formula, charge and spin: 65.1 kcal per mole.

```
35
Properties=species:S:1:pos:R:3:forces:R:3:nbo_charge:R:1
O -0.9019 1.2885 0.5756 -1.0 0.0 -0.7 -1.0816
H -1.5216 1.9915 0.2642 0.3 -0.3 0.9 0.4946
H -1.3443 0.5216 0.0462 0.2 0.3 0.0 0.5082
O -0.3759 -3.6019 -1.5989 -0.9 -0.3 0.3 -0.9761
H -0.9098 -4.3574 -1.8941 0.5 0.0 0.1 0.4571
H -1.0755 -2.9176 -1.6959 0.7 0.1 -0.5 0.5000
O 1.3629 2.8213 -0.1524 0.0 0.6 -0.2 -0.9782
H 0.5236 2.3544 -0.2969 0.3 -0.5 0.4 0.4971
O 3.7912 -0.7467 -1.0567 0.2 0.0 0.0 -0.9419
H 3.1746 -0.2120 -0.5445 -0.1 -0.1 0.0 0.4790
H 4.4452 -0.1364 -1.4147 -0.2 0.0 0.1 0.4629
O 0.6420 -0.8379 0.5326 1.6 -0.1 0.3 -0.9985
H -0.1938 -0.3937 0.7244 0.4 -0.9 -0.6 0.4914
H -1.7781 2.7925 -1.4747 -0.3 0.8 -0.1 0.4589
O 1.9681 -0.1992 3.6235 -0.7 -1.3 1.8 -1.0153
H 2.2556 0.7033 3.7300 0.1 0.3 -1.3 0.5054
H 2.0657 2.1815 -0.2833 -0.2 -0.2 0.0 0.4663
O -2.2755 -2.0222 -2.9519 -1.1 -1.1 0.8 -1.0891
H -2.0663 -1.3160 -2.1902 0.1 0.5 -1.8 0.5044
H -2.0137 -1.9507 -3.8642 0.6 0.7 0.2 0.4723
O -2.6195 2.4861 -1.1056 1.0 -0.4 -0.6 -0.9437
H -2.4411 1.5402 -1.2822 -1.1 -0.5 0.1 0.5071
H 1.9863 -0.6927 2.8044 0.3 1.1 -0.7 0.5091
O 1.0317 2.7405 2.9869 0.5 0.0 1.3 -0.9853
H 0.3934 2.1196 2.6291 0.0 0.2 -0.7 0.4983
H 1.2632 3.4310 2.3663 -0.4 -0.4 -0.6 0.4869
O -1.2617 -0.8228 3.1417 -0.1 0.4 -0.8 -0.9634
H -1.0461 -0.3050 2.3260 -0.2 -0.5 1.4 0.4768
H -0.5410 -0.6970 3.7707 0.2 0.2 -0.4 0.4825
O 0.4096 -0.7302 -2.4717 -0.3 1.0 0.1 -0.9773
H -0.2477 -0.2710 -1.8865 0.6 -1.0 -0.5 0.4956
H 1.0311 -1.1382 -1.8650 0.0 0.0 0.0 0.4678
O -1.9898 -0.5262 -1.0415 0.1 0.5 0.6 -1.2237
H 0.5888 -1.7515 0.2172 -0.9 0.4 0.2 0.4955
H -2.3298 -1.3458 -0.6677 -0.2 0.4 0.7 0.4569
```
Positions in Å, forces in eV/Å.

***

Entry 2:
Molecular formula: C4H5NO2
Method: DFT, wB97M-V/def2-TZVPD

Its total charge is 0. The value obtained for the energy is -360.39378 hartree. Its orbital gap (alpha / beta) is 7.01 / 8.01 eV. The max |F| is 4.6 eV Å⁻¹. As for the energy above the lowest of the compared OMol25 structures with the same formula, charge and spin: 173.0 kcal per mole.

```
12
Properties=species:S:1:pos:R:3:forces:R:3:nbo_charge:R:1
C 0.6082 1.5603 0.7142 1.2 4.5 0.0 -0.2647
C 0.4067 0.4728 1.5349 -0.6 -1.3 1.5 -0.2364
C 0.4311 1.2584 -0.5630 -0.4 -0.2 -2.6 -0.1188
C 0.0132 -0.5539 0.7028 0.2 -2.2 0.7 -0.1333
N 0.2880 -0.1110 -0.5621 -0.7 -1.0 -0.5 -0.1502
O -1.5131 -2.0526 -1.3115 0.0 -0.6 -0.1 -0.3437
O -0.9465 -1.0922 -2.0231 0.2 0.7 0.3 -0.1100
H 0.9139 2.5652 1.0231 -0.1 -0.5 0.1 0.2155
H 0.6242 0.6080 2.5980 -0.4 -0.9 -0.3 0.2289
H 0.4076 1.8486 -1.5100 0.2 -0.7 1.2 0.2291
H -0.2544 -1.6552 0.9096 0.6 2.2 -0.4 0.2244
H -0.9791 -2.8485 -1.5130 -0.2 0.2 0.1 0.4592
```
Positions in Å, forces in eV/Å.

***

Entry 3:
Molecular formula: C20H16Cl2CrN3O2S8
Method: DFT, wB97M-V/def2-TZVPD

Its total charge is -2. The value obtained for the energy is -6236.96974 hartree. Its orbital gap (alpha / beta) is 4.11 / 4.05 eV. The max |F| is 3.2 eV Å⁻¹. The spin multiplicity is 4. As for the energy above the lowest of the compared OMol25 structures with the same formula, charge and spin: 18.5 kcal per mole.

```
52
Properties=species:S:1:pos:R:3:forces:R:3:nbo_charge:R:1
Cr -0.4800 -0.4684 0.6561 -1.0 -0.9 0.4 0.7919
S -1.0750 -2.5324 1.5842 -1.1 0.7 -1.4 -0.1223
C -0.0185 -2.7996 2.8679 1.0 0.1 2.6 -0.2028
C -0.2749 -3.9856 3.6214 -0.5 1.3 -1.3 -0.2337
C 0.4597 -4.2651 4.7217 2.0 0.0 1.6 -0.2585
C 1.4872 -3.3608 5.1263 -0.3 0.2 -0.1 -0.2651
C 1.6664 -2.1069 4.5195 -1.2 -1.0 -0.6 -0.2296
C 0.9200 -1.7990 3.3608 -0.8 -2.7 -0.1 -0.2122
S 1.1577 -0.3932 2.4395 0.3 1.7 -0.5 -0.2671
H -1.1220 -4.5897 3.2838 0.4 0.0 0.2 0.2125
H 0.3129 -5.1807 5.3170 0.0 0.4 -0.4 0.1889
H 2.1918 -3.6184 5.9140 -0.4 -0.1 0.2 0.1817
H 2.3013 -1.3490 4.9502 0.4 0.0 -0.1 0.1984
S -2.2445 -6.0023 -3.2926 -0.1 -1.1 0.1 -0.2526
C -2.0128 -4.3918 -3.0770 0.2 0.8 1.5 -0.5543
S -1.8944 -3.3583 -4.4133 0.3 1.2 0.7 0.4263
C -1.7399 -1.8118 -3.5111 -0.2 -1.2 2.8 -0.3865
C -1.9214 -1.9593 -2.0991 0.4 -0.2 -3.2 -0.5188
S -2.3779 -0.6830 -1.0787 1.0 0.6 1.1 -0.1320
S -1.8502 -3.5649 -1.4840 -0.8 -1.5 -1.9 0.4695
S -1.3254 -0.3884 -4.2866 0.3 1.1 -0.9 -0.4595
Cl -3.5358 2.5293 3.6413 0.3 -0.4 0.4 -0.0666
C -3.9674 1.2721 2.4336 -0.4 0.2 -0.4 -0.2693
Cl -4.2486 -0.3832 3.0304 0.0 0.6 0.3 0.0030
C -2.8687 1.1882 1.3454 0.9 -0.1 -0.9 0.7477
O -3.1415 1.5494 0.1907 0.0 0.4 1.7 -0.6582
O -1.7551 0.7005 1.7827 -0.8 0.2 -0.7 -0.7452
H -4.9295 1.6751 2.1057 0.4 -0.5 -0.5 0.2231
C 4.5628 -0.0309 -0.7758 -0.1 0.1 -1.7 -0.4165
N 3.5722 -1.0864 -0.7740 -0.5 0.4 -0.3 -0.6116
C 2.3375 -0.9894 -1.3451 0.0 -0.5 -0.4 0.3396
N 2.1208 -0.3771 -2.5199 0.2 0.0 1.6 -0.7833
S 1.1068 -1.8831 -0.6292 -0.4 -0.8 0.1 -0.1220
H 5.3214 -0.3354 -0.1030 0.7 0.0 0.9 0.2135
H 4.1654 0.9679 -0.5038 0.2 -0.5 -0.1 0.1998
H 5.0869 -0.0056 -1.7689 -0.5 0.3 0.6 0.1769
H 3.5179 -1.6828 0.0423 0.0 0.3 0.1 0.4296
H 2.8958 0.0619 -2.9785 -0.2 0.4 -0.4 0.3829
H 1.1213 -0.2606 -2.7343 0.4 0.1 -0.7 0.4681
N 0.2495 1.0977 -0.3610 0.0 2.8 -0.7 -0.3709
C 0.2396 2.1740 -0.7941 0.6 -1.8 0.6 0.4381
C 0.0795 3.4671 -1.3657 -1.6 0.8 -1.1 -0.1906
C 0.9833 4.0722 -2.2720 1.2 -1.3 0.6 -0.1523
C 0.5747 5.1183 -3.0725 -0.6 1.3 -0.1 -0.2275
C -0.6614 5.7859 -2.7779 1.1 -1.4 0.0 -0.1969
C -1.4929 5.2520 -1.8251 -0.4 -1.6 0.5 -0.2162
C -1.2310 3.9886 -1.2478 1.0 0.2 0.4 -0.1175
H 2.0168 3.6042 -2.2984 -1.4 0.7 -0.5 0.2194
H 1.1833 5.4674 -3.9298 -0.3 -0.2 0.9 0.2160
H -1.0535 6.6126 -3.3306 0.3 0.5 -0.4 0.2109
H -2.4451 5.6852 -1.5857 -0.3 0.3 -0.2 0.2154
H -1.9652 3.3733 -0.6989 0.2 0.6 -0.2 0.2863
```
Positions in Å, forces in eV/Å.

***

Question: Number 2 is which compound?
Answer: C4H5NO2